Record 1
The following is a quantum chemistry calculation of an isolated molecule of C5H8O2, from OMol25.

Results
Orbital gap (alpha / beta) (hartree): 0.3111 / 0.2822
Spin multiplicity: 1
E_HOMO (alpha / beta) (eV): -7.891 / -7.520
LUMO (alpha / beta) (eV): 0.57 / 0.16
Calculated total energy (a.u.): -345.67436
Net charge: 0
ΔE to the lowest compared entry with this formula, charge and spin (kcal/mol): 81.95

Element x y z (Å)
C  -1.87  -0.68  0.21
C  -0.69  0.23  -0.14
O  -1.16  1.41  -0.61
C  0.47  0.18  0.85
C  1.65  -0.35  0.05
C  1.34  0.29  -1.29
O  2.13  0.65  -2.11
H  -2.51  -0.18  0.96
H  -2.51  -0.86  -0.66
H  -1.55  -1.63  0.64
H  -0.38  1.76  -1.05
H  0.68  1.21  1.17
H  0.23  -0.43  1.72
H  2.64  -0.20  0.48
H  1.51  -1.41  -0.21

***

Record 2
The following is a quantum chemistry calculation of a structure of composition C8H8O, from OMol25.

Results
Orbital gap (hartree): 0.3470
Spin multiplicity: 1
E_HOMO (eV): -8.764
LUMO (eV): 0.68
Calculated total energy (a.u.): -384.64285
Net charge: 0
ΔE to the lowest compared entry with this formula, charge and spin (kcal/mol): 125.87

Element x y z (Å)
C  -1.76  -1.21  0.27
C  -1.49  1.25  -0.12
C  -0.26  0.72  -0.08
C  0.94  1.36  0.03
C  2.18  0.50  0.14
C  2.05  -0.82  -0.11
C  0.75  -1.37  -0.27
C  -0.39  -0.65  0.09
H  -2.11  -2.24  -0.45
H  -1.91  -1.54  1.49
H  -1.90  2.35  -0.85
H  -1.32  1.68  0.94
H  1.07  2.61  -0.18
H  3.04  1.33  0.36
H  2.93  -1.63  -0.50
H  0.71  -2.42  -0.51
O  -2.52  0.06  -0.25

***

Record 3
The following is a quantum chemistry calculation of a cluster of 2 separate species, C6H7O3 in total, from OMol25.

Results
Orbital gap (hartree): 0.2843
Spin multiplicity: 1
E_HOMO (eV): -3.864
LUMO (eV): 3.87
Calculated total energy (a.u.): -458.52552
Net charge: -1
ΔE to the lowest compared entry with this formula, charge and spin (kcal/mol): 22.25

Element x y z (Å)
C  -1.15  -0.33  0.34
C  -1.14  -0.58  1.57
C  -1.12  -0.73  -1.02
C  1.72  -0.26  0.18
C  -1.32  0.53  -1.95
C  1.51  0.53  1.41
O  -0.92  -1.87  -1.48
O  -1.32  -0.54  2.77
O  2.26  0.11  -0.85
H  1.36  -1.32  0.23
H  -2.40  0.40  -2.21
H  -0.74  0.54  -2.85
H  -1.02  1.37  -1.32
H  2.47  0.98  1.72
H  1.14  -0.14  2.28
H  0.67  1.29  1.19

***

Record 4
The following is a quantum chemistry calculation of a structure of composition C4H6O, from OMol25.

Results
Orbital gap (hartree): 0.3792
Spin multiplicity: 1
E_HOMO (eV): -9.750
LUMO (eV): 0.57
Calculated total energy (a.u.): -231.15705
Net charge: 0
ΔE to the lowest compared entry with this formula, charge and spin (kcal/mol): 41.83

Element x y z (Å)
O  1.32  -1.85  0.90
C  0.77  -0.81  0.66
C  -0.70  -0.32  0.77
C  -0.11  0.97  0.22
C  1.16  0.54  0.14
H  -1.40  -0.85  0.11
H  -1.11  -0.29  1.78
H  -0.58  1.91  -0.03
H  -1.07  -0.20  -2.25
H  2.08  0.99  -0.20
H  -0.35  -0.09  -2.10

***

Record 5
The following is a quantum chemistry calculation of a cluster of 3 separate species, C18H34NO7 in total, from OMol25.

Results
Orbital gap (hartree): 0.1838
Spin multiplicity: 1
E_HOMO (eV): -10.832
LUMO (eV): -5.83
Calculated total energy (a.u.): -1286.93863
Net charge: +1

Element x y z (Å)
C  0.33  1.71  6.03
C  -0.51  0.31  5.78
C  -0.76  0.20  4.13
O  -0.58  1.53  3.45
C  0.25  1.24  2.28
C  0.20  2.40  1.10
C  -0.55  3.86  1.22
N  -0.53  4.81  0.01
C  0.13  4.49  -1.31
C  0.94  3.08  -1.57
C  0.98  2.00  -0.33
C  1.77  0.56  -0.50
O  3.06  0.55  -0.92
O  1.19  -0.77  -0.19
H  1.25  1.84  5.29
H  -0.44  2.59  5.86
H  0.77  1.69  7.11
H  -1.50  0.22  6.40
H  0.19  -0.59  6.12
H  0.05  -0.59  3.76
H  -1.81  -0.27  3.90
H  -0.19  0.26  1.77
H  1.37  1.03  2.63
H  -1.10  4.15  2.24
H  -1.04  5.74  0.07
H  0.08  5.28  -2.21
H  1.46  2.79  -2.60
H  1.65  -1.08  0.67
C  -4.31  -3.35  -0.32
O  -5.33  -2.38  -0.12
C  -5.81  -2.37  1.23
C  -5.22  -1.20  2.03
O  -3.81  -1.37  2.22
C  -3.04  -0.57  1.32
H  -3.84  -3.16  -1.29
H  -3.54  -3.30  0.45
H  -4.75  -4.35  -0.34
H  -5.61  -3.33  1.73
H  -6.90  -2.24  1.18
H  -5.67  -1.19  3.02
H  -5.43  -0.24  1.54
H  -3.08  0.48  1.64
H  -3.40  -0.65  0.29
H  -2.01  -0.91  1.36
C  5.51  -0.49  -5.93
O  5.54  -1.38  -4.82
C  4.91  -0.82  -3.66
C  3.50  -1.40  -3.46
O  2.62  -0.97  -4.50
C  2.41  -1.98  -5.48
H  5.79  -1.04  -6.82
H  4.51  -0.07  -6.09
H  6.23  0.32  -5.77
H  4.89  0.27  -3.71
H  5.53  -1.11  -2.80
H  3.10  -1.01  -2.52
H  3.53  -2.49  -3.39
H  1.75  -2.76  -5.07
H  3.35  -2.44  -5.80
H  1.93  -1.53  -6.35

***

Record 6
The following is a quantum chemistry calculation of a cluster of 13 separate species, C6H37NO13 in total, from OMol25.

Results
Orbital gap (hartree): 0.3488
Spin multiplicity: 1
E_HOMO (eV): -9.547
LUMO (eV): -0.05
Calculated total energy (a.u.): -1283.64736
Net charge: 0
ΔE to the lowest compared entry with this formula, charge and spin (kcal/mol): 69.46

Element x y z (Å)
O  3.50  -2.69  0.74
C  3.00  -1.66  1.12
C  1.58  -1.27  0.65
N  1.71  -0.21  -0.39
C  0.47  0.38  -0.79
C  0.17  0.52  -2.33
C  -1.05  1.45  -2.43
C  1.36  1.15  -3.04
H  3.66  -0.98  1.64
H  1.11  -2.22  0.48
H  1.00  -0.86  1.48
H  2.32  -0.47  -1.21
H  0.38  1.42  -0.25
H  -0.53  0.00  -0.44
H  0.01  -0.49  -2.77
H  -1.39  1.69  -3.44
H  -1.82  0.89  -1.91
H  -0.74  2.45  -2.03
H  2.36  0.70  -2.86
H  1.58  2.19  -2.75
H  1.46  1.15  -4.16
H  -4.86  -1.63  0.58
H  -3.43  -2.22  0.21
O  -4.08  -1.49  0.04
H  -1.28  4.16  0.42
H  -1.54  2.67  0.33
O  -0.82  3.32  0.34
H  -0.71  -4.54  -2.62
H  -0.23  -3.73  -3.78
O  -0.72  -4.56  -3.61
H  -3.31  -0.23  1.17
H  -3.86  1.19  1.05
O  -3.14  0.69  1.44
H  -1.03  -1.42  3.57
H  -0.69  -3.03  3.72
O  -1.32  -2.36  3.36
H  -1.47  -3.89  -0.17
H  -0.26  -4.81  -0.53
O  -0.76  -4.06  -0.85
H  -0.27  2.64  1.86
H  1.07  2.25  2.45
O  0.12  2.31  2.68
H  -2.06  -2.83  1.73
H  -2.74  -4.16  1.78
O  -2.56  -3.50  1.11
H  2.32  1.22  0.79
H  3.17  2.48  1.11
O  2.37  2.03  1.34
H  -1.99  0.29  3.88
H  -0.64  1.01  3.53
O  -1.04  0.19  3.94
H  3.95  1.98  -0.56
H  3.47  2.64  -1.82
O  4.08  1.94  -1.51
H  0.76  3.66  -0.58
H  1.92  4.61  -0.57
O  1.44  4.03  -1.16

***

Record 7
The following is a quantum chemistry calculation of a structure of composition C30H29CsN7S2, from OMol25.

Results
Orbital gap (hartree): 0.1790
Spin multiplicity: 1
E_HOMO (eV): -3.220
LUMO (eV): 1.65
Calculated total energy (a.u.): -2360.43872
Net charge: -1
ΔE to the lowest compared entry with this formula, charge and spin (kcal/mol): 30.50

Element x y z (Å)
Cs  1.18  0.69  -1.01
C  3.91  0.04  1.52
N  3.28  -1.24  1.34
C  2.14  -1.51  2.20
C  0.82  -0.93  1.68
N  -0.32  -1.28  2.51
C  -1.16  -0.16  2.89
C  -1.07  -2.42  2.02
C  -1.05  -3.56  2.81
C  -1.72  -4.71  2.46
C  -2.42  -4.72  1.26
C  -2.45  -3.60  0.45
C  -1.78  -2.41  0.79
S  -1.83  -1.07  -0.33
C  3.58  -2.09  0.24
C  3.47  -3.47  0.50
C  3.68  -4.44  -0.46
C  4.05  -4.05  -1.74
C  4.21  -2.70  -2.00
C  3.99  -1.68  -1.06
S  4.27  -0.04  -1.64
H  4.84  0.11  0.97
H  4.11  0.20  2.59
H  3.30  0.89  1.18
H  2.34  -1.11  3.20
H  1.99  -2.58  2.33
H  0.67  -1.28  0.66
H  0.89  0.16  1.64
H  -0.56  0.57  3.44
H  -1.96  -0.51  3.55
H  -1.62  0.34  2.03
H  -0.48  -3.50  3.74
H  -1.69  -5.59  3.10
H  -2.95  -5.62  0.95
H  -2.99  -3.62  -0.49
H  3.23  -3.79  1.50
H  3.57  -5.49  -0.21
H  4.22  -4.78  -2.52
H  4.51  -2.38  -2.99
N  -0.61  4.45  2.12
C  -0.11  3.34  1.52
N  -0.37  2.94  0.34
C  -1.27  3.67  -0.43
N  -1.61  3.32  -1.62
N  -0.99  2.22  -2.14
C  -1.74  1.52  -2.89
C  -1.32  0.30  -3.58
C  -2.11  -0.18  -4.63
C  -1.73  -1.33  -5.29
C  -0.59  -2.00  -4.86
C  0.12  -1.46  -3.80
N  -0.21  -0.33  -3.21
C  -1.86  4.90  0.13
C  -2.75  5.70  -0.57
C  -3.28  6.84  0.01
C  -2.92  7.19  1.30
C  -2.04  6.41  2.02
C  -1.51  5.27  1.43
H  -0.38  4.66  3.07
H  0.57  2.75  2.13
H  -2.78  1.81  -3.05
H  -3.02  0.35  -4.91
H  -2.32  -1.72  -6.11
H  -0.28  -2.92  -5.33
H  1.00  -1.97  -3.41
H  -3.03  5.40  -1.58
H  -3.98  7.46  -0.54
H  -3.34  8.08  1.76
H  -1.75  6.67  3.03

***

Record 8
The following is a quantum chemistry calculation of an isolated molecule of C4H5I, from OMol25.

Results
Orbital gap (hartree): 0.2785
Spin multiplicity: 1
E_HOMO (eV): -7.945
LUMO (eV): -0.37
Calculated total energy (a.u.): -452.90960
Net charge: 0
ΔE to the lowest compared entry with this formula, charge and spin (kcal/mol): 86.97

Element x y z (Å)
C  -1.33  -0.21  -0.81
C  0.46  1.42  -0.22
C  -0.05  0.10  -0.09
C  0.37  -0.84  0.97
I  -0.82  1.89  -1.92
H  -1.40  -0.93  -1.60
H  1.32  1.97  -0.34
H  -0.45  -0.98  1.69
H  1.24  -0.49  1.57
H  0.67  -1.93  0.75